{
  "formula": "C27H35Cl2F9NbO21",
  "method": "ωB97M-V/def2-TZVPD",
  "symbols": ["C", "C", "F", "Nb", "C", "F", "Cl", "C", "C", "C", "Cl", "H", "H", "H", "H", "H", "H", "H", "H", "H", "H", "H", "H", "H", "H", "C", "C", "O", "C", "O", "O", "F", "H", "H", "H", "C", "C", "O", "C", "O", "O", "F", "H", "H", "H", "C", "C", "O", "C", "O", "O", "F", "H", "H", "H", "C", "C", "O", "C", "O", "O", "F", "H", "H", "H", "C", "C", "O", "C", "O", "O", "F", "H", "H", "H", "C", "C", "O", "C", "O", "O", "F", "H", "H", "H", "C", "C", "O", "C", "O", "O", "F", "H", "H", "H"],
  "coordinates": [[0.458, -5.515, 3.179], [-0.213, -5.160, 1.726], [-0.702, -6.388, 1.050], [1.110, -3.967, 0.307], [1.706, -5.924, -0.743], [0.523, -2.125, 1.208], [-0.838, -3.650, -1.286], [2.970, -4.161, 1.607], [3.229, -2.851, 2.614], [4.048, -1.751, 1.688], [5.871, -2.250, 1.653], [-0.370, -6.123, 3.787], [0.660, -4.539, 3.837], [1.394, -6.231, 3.130], [-1.181, -4.503, 1.951], [2.108, -2.962, -0.874], [2.628, -5.639, -1.444], [2.152, -6.647, 0.095], [0.830, -6.439, -1.331], [3.061, -5.172, 2.206], [3.905, -4.150, 0.866], [3.996, -3.184, 3.464], [2.242, -2.438, 3.090], [3.959, -0.646, 2.067], [3.682, -1.789, 0.554], [1.342, 2.722, 3.444], [1.706, 1.834, 2.304], [2.855, 1.160, 2.766], [2.711, 1.101, 4.120], [3.357, 0.362, 4.844], [1.750, 1.965, 4.566], [2.047, 2.560, 1.216], [1.885, 3.673, 3.431], [0.269, 2.932, 3.482], [0.933, 1.104, 2.039], [-0.722, -1.392, -4.303], [-0.438, -0.030, -3.768], [-0.233, 0.744, -4.929], [-0.991, 0.147, -5.891], [-1.291, 0.673, -6.950], [-1.381, -1.111, -5.522], [0.705, -0.024, -3.045], [0.188, -1.966, -4.506], [-1.363, -1.975, -3.636], [-1.254, 0.401, -3.179], [-4.560, -3.614, 3.361], [-4.275, -2.499, 4.308], [-3.503, -3.112, 5.316], [-2.849, -4.131, 4.691], [-1.886, -4.715, 5.160], [-3.399, -4.413, 3.471], [-5.417, -2.039, 4.868], [-5.435, -4.205, 3.652], [-4.699, -3.263, 2.335], [-3.714, -1.668, 3.868], [2.276, -5.443, 8.055], [0.998, -5.112, 7.364], [1.260, -5.427, 6.015], [2.183, -6.428, 6.059], [2.456, -7.149, 5.113], [2.762, -6.531, 7.294], [0.733, -3.788, 7.448], [3.001, -4.623, 8.020], [2.123, -5.732, 9.098], [0.135, -5.688, 7.716], [-2.742, 3.498, -7.024], [-3.038, 4.274, -8.262], [-3.849, 5.331, -7.801], [-3.455, 5.546, -6.515], [-3.726, 6.548, -5.874], [-2.713, 4.504, -6.031], [-3.758, 3.534, -9.134], [-3.525, 2.772, -6.782], [-1.783, 2.975, -7.080], [-2.151, 4.680, -8.760], [1.974, 7.024, 6.439], [1.781, 6.683, 5.001], [0.528, 6.038, 4.980], [-0.168, 6.582, 6.017], [-1.376, 6.484, 6.157], [0.652, 7.259, 6.878], [2.720, 5.804, 4.583], [2.407, 6.199, 7.015], [2.597, 7.912, 6.576], [1.760, 7.551, 4.333], [-2.507, 7.551, -11.658], [-2.143, 6.663, -12.798], [-0.994, 5.989, -12.337], [-1.137, 5.930, -10.983], [-0.492, 5.191, -10.258], [-2.099, 6.794, -10.537], [-1.802, 7.389, -13.886], [-1.963, 8.502, -11.671], [-3.579, 7.761, -11.621], [-2.915, 5.933, -13.063]],
  "lowdin_charge": [-0.16, -0.46, -0.22, 1.49, -0.39, -0.61, -0.21, -0.39, -0.32, -0.54, 0.39, 0.08, 0.09, 0.06, 0.08, -0.14, 0.00, 0.01, 0.00, 0.05, 0.04, 0.10, 0.08, 0.06, 0.06, -0.08, -0.32, 0.11, -0.50, 0.14, 0.07, 0.08, 0.13, 0.15, 0.18, -0.09, -0.33, 0.14, -0.50, 0.12, 0.07, 0.08, 0.15, 0.10, 0.18, -0.07, -0.33, 0.14, -0.49, 0.14, 0.07, 0.07, 0.15, 0.15, 0.18, -0.08, -0.33, 0.11, -0.49, 0.14, 0.07, 0.08, 0.15, 0.14, 0.18, -0.07, -0.33, 0.13, -0.50, 0.13, 0.08, 0.08, 0.15, 0.13, 0.15, -0.08, -0.33, 0.14, -0.50, 0.15, 0.07, 0.08, 0.15, 0.14, 0.18, -0.07, -0.33, 0.15, -0.49, 0.14, 0.07, 0.08, 0.15, 0.15, 0.18],
  "energy_ha": -4506.00049,
  "fmax_ev_per_a": 3.505,
  "charge": -1,
  "homo_energy_ev": -4.851,
  "lumo_energy_ev": 1.60
}

=====

{
  "formula": "C50H85Cl20N4O4S",
  "method": "ωB97M-V/def2-TZVPD",
  "symbols": ["C", "N", "C", "C", "C", "C", "O", "O", "O", "C", "C", "C", "C", "C", "C", "C", "C", "C", "C", "C", "C", "N", "C", "N", "C", "C", "C", "O", "C", "C", "C", "C", "C", "C", "C", "C", "N", "C", "S", "H", "H", "H", "H", "H", "H", "H", "H", "H", "H", "H", "H", "H", "H", "H", "H", "H", "H", "H", "H", "H", "H", "H", "H", "H", "H", "H", "H", "H", "H", "H", "H", "H", "H", "H", "H", "H", "H", "H", "H", "H", "H", "H", "H", "H", "Cl", "C", "C", "Cl", "H", "H", "H", "H", "Cl", "C", "C", "Cl", "H", "H", "H", "H", "Cl", "C", "C", "Cl", "H", "H", "H", "H", "Cl", "C", "C", "Cl", "H", "H", "H", "H", "Cl", "C", "C", "Cl", "H", "H", "H", "H", "Cl", "C", "C", "Cl", "H", "H", "H", "H", "Cl", "C", "C", "Cl", "H", "H", "H", "H", "Cl", "C", "C", "Cl", "H", "H", "H", "H", "Cl", "C", "C", "Cl", "H", "H", "H", "H", "Cl", "C", "C", "Cl", "H", "H", "H", "H"],
  "coordinates": [[2.284, -0.180, 5.423], [0.831, -0.464, 5.407], [0.085, 0.382, 4.504], [0.555, 0.268, 3.043], [1.134, 1.328, 2.416], [1.262, 2.653, 3.096], [1.911, 2.879, 4.049], [0.527, 3.626, 2.531], [-0.484, 2.953, 1.785], [-1.094, 3.889, 0.906], [-2.287, 3.265, 0.183], [-2.636, 4.271, -0.957], [-3.552, 3.081, 1.061], [-3.871, 1.607, 1.424], [-4.058, 0.704, 0.200], [-2.773, 1.083, 2.398], [1.571, 1.142, 1.126], [2.222, 2.273, 0.352], [3.584, 2.668, 1.018], [4.604, 3.133, -0.033], [4.453, 4.644, -0.376], [3.583, 4.770, -1.567], [1.372, -0.039, 0.541], [0.767, -1.040, 1.127], [0.506, -2.292, 0.430], [-0.724, -2.217, -0.544], [-1.531, -0.933, -0.279], [-0.159, -2.317, -1.829], [-1.011, -1.884, -2.893], [-0.556, -0.508, -3.334], [-1.356, 0.571, -3.482], [-0.802, 1.758, -3.845], [0.516, 1.896, -4.067], [1.336, 0.813, -3.922], [0.779, -0.363, -3.564], [0.387, -0.904, 2.361], [-0.230, -1.978, 3.057], [-1.436, -1.897, 3.126], [-2.919, -1.792, 3.448], [2.588, -0.078, 6.468], [2.826, -1.024, 4.981], [2.561, 0.725, 4.882], [0.730, -1.443, 5.177], [-0.982, 0.138, 4.527], [0.143, 1.426, 4.813], [-1.412, 4.788, 1.449], [-0.380, 4.209, 0.135], [-2.004, 2.340, -0.329], [-2.530, 5.294, -0.577], [-1.983, 4.126, -1.820], [-3.670, 4.155, -1.278], [-4.429, 3.501, 0.564], [-3.400, 3.634, 1.985], [-4.819, 1.612, 1.973], [-4.905, 1.029, -0.409], [-3.147, 0.646, -0.403], [-4.289, -0.306, 0.559], [-1.983, 0.555, 1.857], [-2.393, 1.939, 2.954], [-3.266, 0.438, 3.133], [2.391, 2.009, -0.693], [1.566, 3.148, 0.371], [3.489, 3.419, 1.804], [3.961, 1.774, 1.514], [5.595, 3.045, 0.433], [4.619, 2.483, -0.912], [3.952, 5.121, 0.479], [5.423, 5.128, -0.518], [3.512, 3.894, -2.064], [3.934, 5.483, -2.190], [1.703, -0.186, -0.480], [0.397, -3.150, 1.086], [1.389, -2.491, -0.184], [-1.361, -3.081, -0.304], [-1.002, -0.047, -0.642], [-1.793, -0.796, 0.770], [-2.467, -0.966, -0.841], [-2.080, -1.961, -2.689], [-0.815, -2.564, -3.725], [-2.422, 0.490, -3.304], [-1.412, 2.650, -3.942], [0.968, 2.835, -4.360], [2.409, 0.836, -4.055], [1.429, -1.219, -3.422], [-3.561, -2.137, -5.578], [-2.805, -2.765, -7.070], [-1.687, -3.731, -6.774], [-0.287, -2.914, -6.034], [-2.458, -1.916, -7.653], [-3.588, -3.270, -7.634], [-1.337, -4.187, -7.699], [-2.008, -4.523, -6.105], [-1.312, 8.873, 4.649], [-2.111, 10.468, 4.665], [-3.456, 10.441, 3.986], [-3.316, 10.191, 2.227], [-1.440, 11.183, 4.194], [-2.231, 10.750, 5.710], [-3.960, 11.395, 4.131], [-4.090, 9.654, 4.388], [-0.137, -5.954, -4.915], [-0.031, -5.528, -3.186], [-1.130, -6.132, -2.359], [-2.720, -5.412, -2.746], [-0.039, -4.442, -3.113], [0.936, -5.887, -2.836], [-0.939, -5.937, -1.303], [-1.204, -7.207, -2.499], [3.564, -0.662, 1.824], [4.870, -1.267, 2.886], [6.136, -1.521, 2.113], [5.929, -2.890, 0.992], [4.513, -2.171, 3.374], [5.039, -0.511, 3.653], [6.945, -1.776, 2.796], [6.441, -0.652, 1.534], [-2.791, -8.434, 0.951], [-4.192, -7.338, 1.094], [-3.848, -5.931, 0.690], [-2.726, -5.146, 1.845], [-4.555, -7.385, 2.118], [-4.969, -7.727, 0.439], [-4.749, -5.323, 0.665], [-3.388, -5.899, -0.292], [4.271, 7.334, 1.292], [4.773, 7.769, 2.954], [3.784, 7.391, 4.024], [2.318, 8.397, 3.943], [4.962, 8.840, 2.974], [5.716, 7.251, 3.121], [4.228, 7.570, 5.003], [3.494, 6.344, 3.968], [-6.485, 4.588, -3.958], [-5.540, 3.673, -5.159], [-4.268, 3.118, -4.573], [-3.095, 4.402, -4.174], [-5.338, 4.331, -6.001], [-6.171, 2.857, -5.505], [-3.783, 2.461, -5.296], [-4.462, 2.546, -3.668], [-7.515, -9.039, 0.096], [-8.913, -7.942, 0.235], [-8.571, -6.531, -0.171], [-7.456, -5.749, 0.984], [-9.275, -7.986, 1.259], [-9.689, -8.333, -0.420], [-9.475, -5.925, -0.195], [-8.111, -6.499, -1.156], [4.309, -6.067, -2.537], [4.535, -5.931, -0.777], [3.349, -6.456, -0.009], [1.902, -5.423, -0.215], [4.731, -4.888, -0.543], [5.423, -6.509, -0.524], [3.576, -6.473, 1.055], [3.086, -7.465, -0.319], [10.045, -3.987, 1.274], [10.322, -3.592, -0.442], [9.032, -3.346, -1.181], [8.066, -4.831, -1.364], [10.890, -4.405, -0.888], [10.936, -2.692, -0.465], [9.245, -2.983, -2.186], [8.417, -2.606, -0.674]],
  "lowdin_charge": [-0.08, -0.07, -0.14, -0.07, -0.04, -0.44, 0.19, 0.10, -0.10, -0.14, -0.30, -0.08, -0.13, -0.37, -0.07, -0.11, -0.21, -0.08, -0.17, -0.19, -0.30, 0.00, -0.13, -0.01, -0.04, -0.30, -0.03, -0.13, -0.18, -0.23, -0.05, -0.10, -0.09, -0.08, -0.07, -0.23, 0.16, -0.75, 0.95, 0.08, 0.06, 0.07, 0.09, 0.10, 0.13, 0.15, 0.13, 0.12, 0.10, 0.03, 0.06, 0.11, 0.12, 0.13, 0.09, 0.03, 0.08, 0.04, 0.08, -0.01, 0.12, 0.11, 0.11, 0.06, 0.11, 0.11, 0.01, 0.10, 0.04, 0.06, 0.17, 0.11, 0.12, 0.14, 0.10, 0.05, 0.07, 0.12, 0.03, 0.12, 0.03, 0.11, 0.11, 0.13, 0.55, -0.64, -0.65, 0.60, 0.07, 0.08, 0.08, 0.02, 0.52, -0.66, -0.67, 0.53, 0.07, 0.07, 0.07, 0.07, 0.59, -0.65, -0.63, 0.58, 0.04, 0.03, 0.05, 0.08, 0.83, -0.59, -0.63, 0.59, 0.07, 0.08, 0.08, 0.07, 0.54, -0.68, -0.66, 0.53, 0.07, 0.02, 0.03, -0.01, 0.61, -0.64, -0.66, 0.54, 0.07, 0.07, 0.07, 0.06, 0.55, -0.66, -0.64, 0.62, 0.07, 0.07, 0.08, 0.07, 0.56, -0.65, -0.64, 0.58, 0.07, 0.08, 0.07, 0.07, 0.56, -0.68, -0.62, 0.61, 0.01, 0.07, 0.08, 0.07, 0.53, -0.66, -0.67, 0.55, 0.07, 0.07, 0.08, 0.04],
  "de_lowest_kj_mol": 144.6,
  "energy_ha": -12077.86360,
  "fmax_ev_per_a": 2.879,
  "charge": 1,
  "homo_energy_ev": -10.843,
  "lumo_energy_ev": -3.06
}

=====

{
  "formula": "C3H9NO4P",
  "method": "ωB97M-V/def2-TZVPD",
  "symbols": ["C", "C", "C", "N", "O", "O", "O", "O", "P", "H", "H", "H", "H", "H", "H", "H", "H", "H"],
  "coordinates": [[-0.285, -0.579, 2.357], [-1.291, -0.094, 0.228], [2.065, 0.833, -2.194], [2.118, 1.924, -1.645], [2.409, -0.508, 0.182], [0.587, -1.459, -1.600], [3.172, -1.814, -1.881], [-1.519, -0.213, 1.646], [2.171, -0.880, -1.251], [0.107, 0.430, 2.442], [0.316, -1.136, 1.746], [-0.631, -1.002, 3.264], [-2.270, 0.234, -0.183], [-1.162, -1.077, -0.185], [1.525, 0.896, -3.127], [1.049, -2.143, -2.120], [2.489, 1.958, -0.694], [-0.555, 0.652, 0.079]],
  "lowdin_charge": [-0.06, -0.12, -0.31, 0.00, -0.39, -0.24, -0.40, -0.29, 0.30, 0.09, 0.03, 0.07, 0.09, 0.06, 0.05, 0.02, 0.03, 0.07],
  "de_lowest_kj_mol": 328.2,
  "energy_ha": -816.86341,
  "fmax_ev_per_a": 4.579,
  "charge": -1,
  "homo_energy_ev": -5.023,
  "lumo_energy_ev": 3.71
}

=====

{
  "formula": "C7H6N6O",
  "method": "ωB97M-V/def2-TZVPD",
  "symbols": ["O", "N", "N", "N", "N", "N", "C", "C", "C", "C", "C", "C", "N", "C", "H", "H", "H", "H", "H", "H"],
  "coordinates": [[1.128, -1.308, 3.680], [-1.171, 0.593, -4.116], [-0.380, 0.285, -3.139], [-2.501, 0.849, -3.774], [-1.238, -0.896, 1.168], [-1.619, -0.240, 0.061], [0.118, -1.397, 2.964], [-2.456, 0.760, -2.501], [0.003, -0.725, 1.635], [-0.734, 0.337, -0.756], [0.611, 0.590, -0.370], [1.041, 0.083, 0.932], [-1.175, 0.441, -2.091], [2.462, 0.156, 1.373], [-0.522, -2.234, 3.280], [-3.258, 0.853, -1.785], [1.169, 1.231, -1.057], [2.609, 0.866, 2.206], [3.148, 0.562, 0.636], [2.766, -0.807, 1.652]],
  "lowdin_charge": [0.02, -0.04, 0.07, 0.06, 0.08, 0.08, -0.17, -0.15, -0.17, -0.25, 0.08, -0.11, -0.09, -0.05, 0.13, 0.12, 0.12, 0.11, 0.08, 0.07],
  "de_lowest_kj_mol": 346.0,
  "energy_ha": -673.99649,
  "fmax_ev_per_a": 4.304,
  "smiles": "Cc1cc(-n2cnnn2)nnc1C=O",
  "homo_energy_ev": -10.242,
  "lumo_energy_ev": -1.11
}

=====

{
  "formula": "C17H12O5S2",
  "method": "ωB97M-V/def2-TZVPD",
  "symbols": ["O", "O", "O", "O", "O", "S", "C", "C", "C", "C", "C", "C", "C", "C", "C", "C", "C", "C", "C", "C", "C", "C", "C", "S", "H", "H", "H", "H", "H", "H", "H", "H", "H", "H", "H", "H"],
  "coordinates": [[3.079, -1.401, -1.495], [-2.447, -0.241, -3.662], [-2.919, 1.831, -2.449], [4.421, 2.806, 2.525], [-5.787, -0.073, 1.794], [0.455, -0.178, -2.272], [2.777, -0.460, -0.758], [0.603, 0.452, 0.305], [-0.770, 0.668, -0.103], [1.371, 0.004, -0.789], [-1.002, 0.307, -1.442], [6.160, -0.011, 0.975], [-4.969, -2.504, -0.832], [5.909, 1.070, 1.795], [-5.604, -1.902, 0.263], [5.182, -0.498, 0.092], [3.687, 1.254, 0.880], [-4.129, -1.786, -1.625], [-4.289, 0.064, -0.088], [4.680, 1.707, 1.739], [-5.240, -0.631, 0.667], [3.888, 0.113, 0.072], [-3.764, -0.511, -1.264], [-2.584, 0.386, -2.333], [5.090, 2.885, 3.161], [-5.914, 0.870, 1.651], [0.965, 0.648, 1.302], [-1.523, 1.102, 0.583], [7.119, -0.505, 1.050], [-5.221, -3.528, -1.138], [6.674, 1.382, 2.487], [-6.282, -2.482, 0.903], [5.379, -1.403, -0.516], [2.721, 1.776, 0.841], [-3.741, -2.270, -2.508], [-3.971, 1.059, 0.189]],
  "lowdin_charge": [0.05, -0.34, -0.33, 0.07, 0.05, 1.13, -0.35, -0.08, -0.12, -0.42, -0.57, -0.07, -0.06, -0.03, 0.01, -0.01, 0.04, -0.09, 0.01, -0.30, -0.31, -0.12, -0.25, 0.72, 0.07, 0.11, 0.11, 0.12, 0.11, 0.12, 0.11, 0.13, 0.12, 0.12, 0.12, 0.12],
  "de_lowest_kj_mol": 0.0,
  "energy_ha": -1827.53259,
  "fmax_ev_per_a": 3.623,
  "smiles": "O=C(c1cccc(O)c1)c1ccc(S(=O)(=O)c2cccc(O)c2)s1",
  "homo_energy_ev": -9.119,
  "lumo_energy_ev": -0.79
}